Molecular formula: C22H56N4O10V
Method: DFT, ωB97M-V/def2-TZVPD

ORCA input file:
```
! RIJCOSX wB97M-V def2-TZVPD def2/J DEFGRID3
* xyz -1 1
O 0.3873 -0.7772 2.0426
V 1.0039 0.5666 1.4664
O 2.4807 0.2432 0.9482
O -0.3586 2.3319 1.9597
C -1.0456 2.6060 0.7682
C -1.0721 1.5399 -0.3493
O -0.0017 0.6379 -0.4894
H -0.6859 3.5456 0.3136
H -2.1145 2.8324 0.9114
H -1.2338 2.0617 -1.3053
H -1.9589 0.9078 -0.1731
C -6.8375 -3.5445 -5.5644
O -5.7450 -3.4442 -4.7040
C -6.0613 -3.3135 -3.3379
C -4.8007 -3.5878 -2.5072
N -3.8268 -2.5039 -2.6068
C -4.0168 -1.3015 -1.8210
C -3.9019 -1.5605 -0.3299
O -2.7188 -2.2828 -0.1199
C -2.3865 -2.3296 1.2357
H -7.5363 -4.3339 -5.2521
H -6.4394 -3.7512 -6.5561
H -7.4212 -2.6116 -5.5199
H -6.8532 -3.9819 -2.9740
H -6.4107 -2.2923 -3.1429
H -4.3456 -4.5233 -2.8413
H -4.9809 -3.7229 -1.4376
H -3.8570 -2.2453 -3.5865
H -5.0072 -0.8442 -2.0059
H -3.2794 -0.5688 -2.1291
H -4.7044 -2.2496 -0.0155
H -3.9823 -0.6044 0.1970
H -1.3535 -2.3685 1.5668
H -2.9367 -3.1546 1.7184
H -2.8091 -1.4694 1.7726
C 0.6929 -3.9589 0.2271
O 0.5095 -3.2065 -0.9371
C 1.6142 -2.3475 -1.1528
C 1.6144 -1.8746 -2.6110
N 0.3704 -1.2591 -3.0799
C 0.7525 -0.5593 -4.3256
C -0.1157 0.6312 -4.6997
O -1.3818 0.1742 -5.1243
C -1.9819 1.0383 -6.0779
H -0.1815 -4.5521 0.5116
H 1.0007 -3.4715 1.1567
H 1.4245 -4.7562 0.0149
H 2.5840 -2.7991 -0.9078
H 1.5436 -1.4680 -0.5043
H 1.9013 -2.7233 -3.2387
H 2.4003 -1.1074 -2.6722
H 0.1756 -0.5003 -2.4163
H 0.7357 -1.3272 -5.1060
H 1.7773 -0.1630 -4.2321
H 0.3724 1.1490 -5.5353
H -0.1329 1.3416 -3.8629
H -2.5455 1.8582 -5.6311
H -2.6747 0.4130 -6.6487
H -1.2865 1.3868 -6.8458
C 0.7852 0.1797 5.2760
C 2.0693 0.8433 4.8433
C 3.2827 -0.0500 5.0321
O 3.5353 -0.1977 6.4129
C 4.3803 -1.2433 6.7870
N 1.9400 1.4160 3.4987
H 0.7014 -0.0145 6.3501
H 0.6862 -0.8456 4.9014
H -0.1237 0.7033 4.9778
H 2.1659 1.6796 5.5528
H 4.1740 0.3474 4.5268
H 3.1932 -1.0205 4.5261
H 3.8623 -2.1966 6.6314
H 4.6388 -1.1973 7.8450
H 5.3506 -1.3182 6.2820
H 2.7971 2.0064 3.4117
H 1.1937 2.1015 3.6400
C 4.8950 2.9107 1.1669
C 4.3747 3.8469 2.2335
C 3.0923 4.5677 1.8564
O 3.3565 5.3344 0.6940
C 2.3100 6.1433 0.2035
N 4.2247 3.1129 3.4982
H 4.9201 3.4682 0.2297
H 4.2821 2.0084 1.0984
H 5.9280 2.5922 1.3298
H 5.1587 4.6031 2.3851
H 2.7752 5.2729 2.6314
H 2.3197 3.8139 1.6641
H 1.4176 5.5126 0.1366
H 2.6048 6.4107 -0.8106
H 2.1669 7.0412 0.8108
H 4.1078 3.7534 4.2772
H 5.0758 2.5899 3.6678
*
```

Its gap between HOMO and LUMO is 7.11 eV. As for the largest force on an atom: 3.2 eV Å⁻¹. The HOMO energy is -4.653 eV. The value obtained for the LUMO energy is 2.46 eV.